This record from OMol25 describes a cluster of 6 separate species, C21H44BrNO5PS2 in total. The level of theory is wB97M-V/def2-TZVPD.

## Properties
Calculated total energy in eV: -135219.6850
Total charge: -1
Gap between HOMO and LUMO in eV: 7.62
LUMO in eV: 2.433
Highest occupied orbital energy in eV: -5.191

Each line ends with the Mulliken charge.
CARTESIAN COORDINATES (ANGSTROEM)
H 1.2365 -5.9548 -0.5715  0.3369
C 0.0137 -4.8012 0.8192  0.4767
H 6.2492 -0.4135 -5.3705  0.2612
H -1.5580 -0.2145 -0.5943  0.3702
H 0.4963 -5.3181 1.6486  0.1830
C 5.3261 -0.9142 -5.0707  -0.5605
H -0.4621 -1.9913 -1.8743  -0.2317
O -0.9348 -3.0110 5.1220  -0.3949
H -2.1301 -5.5297 -1.5973  0.3589
H -3.6394 8.9923 -0.2984  0.2747
C 5.3800 -1.2893 -3.5900  -0.4717
C 0.5894 -4.8102 5.0657  -0.2773
H 5.1661 -1.7654 -5.7319  0.3298
H 5.9487 0.6464 -2.7708  0.3097
C 1.4412 -0.9797 -1.8570  -0.3089
H -3.6169 6.9935 1.0720  0.2682
O -0.2012 -4.8316 -1.5317  -0.4478
H -4.3935 7.2131 -2.6635  0.2654
C 0.7708 -4.9655 -0.4941  -0.4194
H 0.3626 -5.3138 4.1231  -0.0205
H -3.4963 8.7369 -2.7355  0.3334
Br -4.6904 4.0725 2.8076  -0.5399
H 1.1239 -5.5091 5.7090  0.3788
H -4.6167 6.1082 -0.0785  0.2907
H 6.3430 -1.6877 -3.2723  0.3586
O -2.6377 6.3735 -0.6216  -0.3239
H 4.6092 -2.0274 -3.3597  0.1911
H -2.1470 6.3369 -2.6089  0.2562
H -0.3926 0.9835 -1.1498  0.1283
H -0.5655 -4.1723 6.7913  0.2684
C -0.0724 -0.9825 -2.0350  -0.1135
H 0.4028 -1.5290 4.6240  0.3503
C 0.2136 -2.5763 4.3913  0.0111
H 0.0763 -1.3499 0.7535  -0.3924
H 4.2379 0.8213 -5.8708  0.2857
C 0.4516 -0.4799 0.2028  0.2272
H 1.9074 -0.1526 -2.4055  0.1807
C -2.4118 1.0617 2.0663  0.3755
H 0.0136 -2.6502 3.3173  -0.1554
C -3.6781 7.8459 -2.1342  -0.5501
O 4.1736 0.7233 -3.8241  -0.4011
H 0.2879 4.4963 1.7234  0.0593
C -3.8234 6.8571 0.0102  -0.3854
C -1.3590 -5.3674 0.4563  -0.7354
C 4.1579 0.0663 -5.0866  -0.3814
H 1.9069 -1.9157 -2.1828  0.2013
S -1.9078 -0.0285 3.1244  -0.4125
H -0.3772 -0.6463 -3.0261  0.4310
O 1.6766 -0.8307 -0.4599  -0.4454
H 4.5392 -0.0774 -1.9668  0.1982
P -2.3982 3.8732 1.8727  0.2913
N -2.7298 1.9226 1.3247  -0.5654
H -2.1576 5.2203 2.2396  0.1174
H -1.5582 -4.9204 5.5274  0.2813
H 1.8244 -3.1556 5.7177  0.2890
H -2.1585 -5.0171 1.1077  0.3747
C -0.6906 -4.2819 5.7069  -0.4919
H -1.9534 -3.8692 -0.9989  0.1943
S -0.3701 3.6094 0.9665  -0.3592
H 3.2055 -0.4613 -5.2125  0.2333
C 5.0481 0.0416 -2.9242  -0.3242
H -2.9670 4.1553 0.6419  -0.0251
C 1.3479 -3.5096 4.8010  -0.5485
H -1.5456 7.7435 -1.7146  0.2650
H 0.6538 0.3175 0.9166  0.2788
C -1.5166 -4.8734 -0.9777  -0.3901
H -2.0341 3.3218 3.1039  0.1016
C -2.3994 7.0653 -1.8361  -0.4750
H -5.2507 8.3665 -0.6767  0.3383
H 1.5379 -4.2011 -0.6299  0.1853
C -4.1846 8.1458 -0.7221  -0.5419
H 2.1118 -3.5978 4.0289  0.3389
H -1.3411 -6.4594 0.4844  0.3142
H -0.0704 -3.7433 1.0755  -0.4665
C -0.5213 -0.0693 -0.8937  -0.4070